[1]
C25H22GaN6O3S2 | ωB97M-V/def2-TZVPD

HOMO-LUMO gap = 7.64 eV
Calculated total energy = -115386.5107 eV
Total charge = +3

Last column: natural (NBO) charge in e.
Cartesian coordinates (Å):
Ga  0.79  -1.58  0.74  1.67
S  1.46  0.55  -1.38  1.26
S  1.23  -3.81  0.82  -0.10
O  -5.72  -1.61  -1.83  -0.34
O  -6.24  0.23  -0.83  -0.30
O  1.82  -0.23  -0.04  -1.08
N  -0.69  -0.81  1.85  -0.61
N  -0.70  -1.79  -0.63  -0.62
N  -5.51  -0.69  -1.07  0.52
N  3.17  -2.71  2.31  -0.42
N  2.51  -1.47  2.22  -0.65
N  3.30  -4.96  1.95  -0.70
C  -3.02  -0.22  1.70  0.01
C  2.67  -3.82  1.76  0.36
C  -2.96  -1.86  -2.24  -0.05
C  -1.77  0.23  3.70  -0.23
C  4.85  3.40  -2.09  -0.13
C  2.80  1.65  -1.57  -0.23
C  4.31  2.66  -3.13  -0.18
C  4.37  3.27  -0.79  -0.17
C  -2.96  0.29  3.01  -0.05
C  -0.98  1.55  -1.87  -0.19
C  -0.06  2.18  0.29  -0.16
C  -4.22  -0.20  0.91  -0.15
C  -3.05  -1.31  -0.94  -0.09
C  3.33  2.39  -0.52  -0.22
C  -4.22  -0.73  -0.33  0.09
C  -0.64  -2.31  -1.85  0.12
C  -2.24  2.95  -0.38  -0.15
C  -2.13  2.28  -1.60  -0.20
C  -1.88  -1.30  -0.17  0.25
C  -1.21  2.90  0.56  -0.21
C  3.28  1.76  -2.87  -0.19
C  -1.75  -2.36  -2.68  -0.23
C  -0.66  -0.32  3.09  0.12
C  -1.86  -0.76  1.16  0.15
C  0.04  1.51  -0.93  -0.33
H  -5.13  0.24  1.30  0.29
H  0.75  2.16  1.00  0.22
H  -3.13  3.53  -0.18  0.25
H  0.32  -2.69  -2.18  0.24
H  3.12  -0.80  1.75  0.43
H  2.33  -1.13  3.16  0.41
H  4.04  -2.73  2.83  0.43
H  2.86  1.16  -3.67  0.24
H  2.96  -5.80  1.52  0.45
H  4.69  2.76  -4.13  0.26
H  -1.67  -2.79  -3.67  0.28
H  -2.92  2.35  -2.33  0.25
H  -3.83  -1.90  -2.87  0.29
H  5.65  4.10  -2.29  0.25
H  -1.69  0.61  4.71  0.28
H  -0.87  1.04  -2.82  0.24
H  -3.85  0.71  3.47  0.27
H  4.14  -5.04  2.51  0.44
H  2.96  2.29  0.49  0.22
H  -1.30  3.45  1.48  0.25
H  4.81  3.85  0.01  0.25
H  0.28  -0.37  3.62  0.21

***

[2]
C25H22InN9O7 | ωB97M-V/def2-TZVPD

HOMO-LUMO gap = 8.33 eV
Calculated total energy = -59188.1887 eV
Total charge = +2

Last column: natural (NBO) charge in e.
Cartesian coordinates (Å):
In  0.17  -0.60  0.36  1.87
O  1.86  -1.56  1.23  -0.85
O  -1.27  2.38  -6.14  -0.36
O  3.25  -0.75  5.52  -0.63
O  3.01  -1.93  3.11  -0.61
O  2.26  1.05  6.39  -0.55
O  0.81  2.72  -6.63  -0.32
O  1.29  -2.07  -1.19  -0.76
N  1.44  0.98  -0.66  -0.55
N  -0.78  -0.13  -1.68  -0.53
N  0.52  0.53  2.29  -0.59
N  -0.89  -2.45  0.97  -0.57
N  -0.08  2.38  -5.89  0.53
N  -4.13  -0.86  1.58  -0.48
N  -2.20  -0.08  0.89  -0.50
N  0.75  1.52  4.22  -0.46
N  -2.44  -3.57  2.02  -0.47
C  -0.41  -3.72  1.22  -0.04
C  1.10  1.32  -1.92  0.25
C  1.43  -2.40  -2.58  -0.24
C  0.11  1.55  3.04  0.43
C  -1.64  0.34  -4.27  -0.09
C  3.03  2.72  -2.12  -0.07
C  -2.11  -2.39  1.47  0.33
C  3.37  2.37  -0.84  -0.23
C  1.44  2.49  -4.02  -0.13
C  -0.50  1.02  -3.79  -0.01
C  1.47  -0.15  3.04  -0.02
C  2.19  -1.31  2.46  0.79
C  -2.83  -1.14  1.36  0.30
C  2.54  1.49  -0.14  0.12
C  2.42  0.26  5.49  0.76
C  -0.10  0.73  -2.48  0.14
C  -1.85  -0.74  -2.15  0.10
C  0.31  1.95  -4.52  0.05
C  -3.14  0.92  0.79  -0.08
C  -1.37  -4.42  1.87  -0.04
C  -2.30  -0.54  -3.46  -0.24
C  1.87  2.19  -2.69  -0.10
C  1.61  0.46  4.25  0.05
C  -0.88  2.60  2.65  -0.66
C  -4.34  0.45  1.22  -0.04
H  1.49  -3.47  -2.72  0.20
H  -1.98  0.52  -5.28  0.27
H  0.54  -2.03  -3.09  0.18
H  -2.91  1.90  0.41  0.24
H  2.08  -2.31  -0.69  0.53
H  2.02  3.17  -4.64  0.28
H  -1.88  2.34  3.01  0.25
H  -1.39  -5.43  2.24  0.26
H  -0.90  2.70  1.57  0.23
H  0.58  -4.02  0.92  0.26
H  -3.17  -1.08  -3.81  0.26
H  3.24  -1.27  4.67  0.52
H  -2.36  -1.43  -1.49  0.21
H  4.26  2.75  -0.36  0.26
H  3.65  3.40  -2.69  0.25
H  -4.84  -1.49  1.94  0.44
H  -3.29  -3.79  2.51  0.45
H  2.79  1.18  0.87  0.23
H  -5.31  0.92  1.31  0.26
H  -0.60  3.56  3.08  0.26
H  0.66  2.17  4.99  0.47
H  2.31  -1.92  -3.01  0.19

***

[3]
C25H22IrN4PS | ωB97M-V/def2-TZVPD

HOMO-LUMO gap = 6.89 eV
Calculated total energy = -55192.0549 eV
Total charge = +2

Last column: natural (NBO) charge in e.
Cartesian coordinates (Å):
Ir  0.09  0.27  0.61  0.61
S  1.98  -0.93  0.17  -0.07
P  -0.71  -0.54  2.52  1.43
N  1.81  -3.31  -0.97  -0.73
N  -0.74  -1.01  -0.56  -0.15
N  -0.16  -2.19  -0.94  -0.39
N  -1.70  1.32  0.17  -0.49
C  -4.75  -0.63  2.23  -0.20
C  -3.95  -2.87  1.86  -0.22
C  1.54  -2.01  3.39  -0.17
C  2.15  -2.90  4.26  -0.19
C  -1.31  1.41  4.50  -0.11
C  -2.53  0.52  -0.56  0.14
C  -4.29  2.12  -0.39  -0.11
C  -0.58  1.02  3.38  -0.46
C  -1.92  -0.74  -0.99  0.09
C  -3.83  0.89  -0.85  -0.18
C  -3.45  -0.19  2.42  -0.20
C  -2.65  -2.44  2.06  -0.12
C  1.41  -3.54  5.24  -0.14
C  -2.40  -1.10  2.36  -0.47
C  -3.43  2.94  0.32  -0.22
C  1.11  -2.24  -0.63  0.30
C  -0.09  3.50  4.51  -0.16
C  -0.57  -2.41  4.49  -0.12
C  -2.14  2.51  0.59  0.08
C  0.65  3.11  3.41  -0.18
C  0.05  -3.29  5.36  -0.21
C  0.18  -1.77  3.49  -0.48
C  0.39  1.87  2.85  -0.20
C  -1.06  2.66  5.06  -0.19
C  -5.00  -1.97  1.96  -0.16
H  -2.40  -1.43  -1.67  0.26
H  3.22  -3.09  4.18  0.24
H  1.04  1.54  2.00  0.17
H  2.80  -3.37  -0.77  0.43
H  -0.53  -3.79  6.12  0.24
H  -3.26  0.86  2.64  0.23
H  -1.83  -3.15  2.00  0.23
H  -4.15  -3.91  1.65  0.25
H  0.10  4.46  4.97  0.25
H  1.89  -4.23  5.92  0.24
H  2.14  -1.51  2.66  0.23
H  -5.30  2.43  -0.60  0.26
H  1.42  3.75  3.00  0.25
H  -1.63  -2.22  4.60  0.22
H  -4.46  0.23  -1.43  0.26
H  -1.44  3.12  1.13  0.24
H  -1.63  2.98  5.92  0.25
H  -6.02  -2.31  1.82  0.24
H  -3.75  3.91  0.67  0.26
H  1.38  -4.04  -1.52  0.43
H  -5.58  0.07  2.31  0.24
H  -2.06  0.76  4.93  0.23

***

[4]
C25H22N2O5S | ωB97M-V/def2-TZVPD

HOMO-LUMO gap = 7.32 eV
Calculated total energy = -50334.7517 eV
Total charge = 0

Last column: natural (NBO) charge in e.
Cartesian coordinates (Å):
S  -1.97  2.65  0.04  0.53
O  6.69  -2.11  -0.05  -0.49
O  -4.16  -1.74  0.23  -0.50
O  8.45  -0.22  -0.01  -0.47
O  0.53  2.37  0.04  -0.61
O  -1.94  -1.89  -0.07  -0.64
N  -0.51  0.38  -0.02  -0.62
N  1.77  -2.12  -0.03  -0.31
C  6.19  -0.86  -0.02  0.34
C  -7.70  0.69  0.82  -0.21
C  -4.24  -3.16  0.31  -0.07
C  -3.68  2.43  0.03  -0.43
C  -5.48  0.71  -0.10  0.05
C  1.91  0.43  0.00  -0.32
C  -5.69  -3.53  0.53  -0.62
C  6.73  1.50  0.03  -0.31
C  5.78  -3.19  -0.08  -0.26
C  0.61  1.15  0.01  0.68
C  -1.75  0.94  -0.02  0.06
C  5.39  1.81  0.04  -0.14
C  -4.07  1.13  -0.02  -0.05
C  1.86  -0.97  -0.02  0.27
C  -5.93  -0.03  -1.18  -0.21
C  -8.14  -0.06  -0.26  -0.22
C  9.47  0.75  0.01  -0.25
C  -7.26  -0.42  -1.26  -0.21
C  -2.95  0.25  -0.04  -0.27
C  -2.95  -1.21  0.02  0.80
C  4.42  0.80  0.01  -0.14
C  -6.38  1.08  0.90  -0.23
C  7.16  0.18  0.00  0.29
C  4.85  -0.54  -0.02  -0.28
C  3.04  1.19  0.02  0.01
H  -3.85  -3.59  -0.62  0.19
H  -6.30  -3.16  -0.29  0.22
H  -4.32  3.29  0.03  0.24
H  2.85  2.26  0.03  0.24
H  5.08  2.84  0.06  0.22
H  10.40  0.19  0.00  0.21
H  -5.24  -0.30  -1.97  0.21
H  -6.06  -3.08  1.45  0.22
H  7.45  2.31  0.05  0.23
H  -8.39  0.97  1.60  0.21
H  9.42  1.36  0.92  0.18
H  -0.50  -0.65  -0.06  0.47
H  -6.03  1.66  1.74  0.22
H  -9.18  -0.37  -0.32  0.21
H  5.15  -3.17  -0.97  0.18
H  5.15  -3.21  0.81  0.18
H  4.11  -1.32  -0.04  0.24
H  -3.60  -3.50  1.13  0.19
H  6.40  -4.09  -0.10  0.20
H  -5.79  -4.61  0.59  0.22
H  9.42  1.40  -0.86  0.18
H  -7.60  -0.99  -2.11  0.21